Below is a molecular structure, C30H36CoP2S4Sb2, with properties calculated with the ωB97M-V functional and the def2-TZVPD basis.

Cartesian coordinates (Å):
Co -1.283 2.494 0.043
C 4.521 1.467 -0.774
P 2.836 1.855 -0.133
C 3.172 1.759 1.668
C 2.919 3.691 -0.326
C 1.722 4.459 0.229
P 0.059 4.137 -0.471
C 0.385 4.207 -2.266
C -0.770 5.722 -0.142
H 4.743 0.415 -0.584
H 5.298 2.078 -0.306
H 4.549 1.622 -1.854
H 4.057 2.344 1.936
H 3.324 0.718 1.958
H 2.304 2.129 2.214
H 3.067 3.908 -1.389
H 3.816 4.048 0.193
H 1.875 5.531 0.060
H 1.624 4.332 1.310
H 1.013 5.070 -2.503
H -0.559 4.282 -2.803
H 0.890 3.295 -2.588
H -0.232 6.541 -0.627
H -0.779 5.879 0.938
H -1.791 5.670 -0.515
S -2.919 2.128 4.113
Sb -1.409 2.859 2.605
S -0.313 1.085 1.404
S -2.715 3.033 -1.563
S -0.031 4.518 3.325
C 3.082 -6.441 -0.377
C 2.241 -6.223 0.704
C 1.691 -4.965 0.919
C 1.970 -3.905 0.060
C 2.823 -4.138 -1.018
C 3.372 -5.393 -1.240
Sb 1.240 -1.905 0.438
C -0.510 -2.543 1.499
C -0.773 -1.985 2.745
C -1.927 -2.316 3.443
C -2.822 -3.228 2.906
C -2.562 -3.806 1.669
C -1.417 -3.456 0.968
C 0.353 -1.711 -1.510
C -0.063 -2.802 -2.271
C -0.633 -2.618 -3.523
C -0.785 -1.338 -4.039
C -0.361 -0.245 -3.299
C 0.205 -0.432 -2.044
H 3.507 -7.422 -0.548
H 2.007 -7.035 1.382
H 1.023 -4.817 1.760
H 3.054 -3.334 -1.709
H 4.025 -5.553 -2.090
H -0.101 -1.245 3.163
H -2.138 -1.834 4.389
H -3.729 -3.479 3.443
H -3.261 -4.515 1.242
H -1.238 -3.902 -0.004
H 0.068 -3.810 -1.894
H -0.958 -3.478 -4.097
H -1.235 -1.194 -5.013
H -0.494 0.761 -3.679
H 0.530 0.429 -1.470
C -4.588 0.009 1.290
C -4.942 1.355 1.374
C -4.416 2.269 0.487
C -3.524 1.853 -0.517
C -3.206 0.497 -0.611
C -3.728 -0.417 0.297
H -4.960 -0.692 2.026
H -5.580 1.695 2.178
H -4.653 3.322 0.569
H -2.528 0.166 -1.385
H -3.429 -1.455 0.241

Properties
Charge: -1
Total energy (a.u.): -5303.59542
HOMO-LUMO gap (spin up / spin down) (eV): 6.55 / 6.55

Here are the Mulliken charges for atoms 1 to 5, given in e: 0.31 -1.45 1.01 -1.25 -1.48

***

Below is a molecular structure, C30H36CrF5Ge2N4SSe in a non-equilibrium geometry, with properties calculated with the ωB97M-V functional and the def2-TZVPD basis.

Cartesian coordinates (Å):
Cr 0.014 1.592 -0.060
C -2.868 4.656 -0.921
C -1.724 3.705 -0.841
N -1.601 2.744 0.015
N -2.485 2.450 0.997
C -2.391 1.024 1.351
N -3.042 -0.047 3.568
S -0.689 0.803 2.070
C -0.653 3.707 -1.840
C -0.496 4.701 -2.793
C 0.506 4.580 -3.742
C 1.307 3.448 -3.728
C 1.106 2.505 -2.739
N 0.172 2.630 -1.793
H -3.708 4.360 -0.296
H -3.217 4.721 -1.952
H -2.568 5.657 -0.607
H -3.417 2.828 0.881
H -3.610 0.159 4.390
H -3.074 -1.053 3.398
H -1.148 5.563 -2.781
H 0.653 5.354 -4.483
H 2.092 3.306 -4.457
H 1.724 1.620 -2.696
C -4.497 -0.575 -1.906
C -3.396 0.483 -1.837
Ge -1.950 0.092 -0.514
C -3.532 0.697 2.346
C -4.636 -0.142 1.721
C -1.855 -1.809 -0.106
C -0.705 -2.360 0.309
Ge 0.848 -1.112 0.566
C 1.925 -1.267 2.258
C 2.648 -2.586 2.525
C 1.794 -0.869 -1.204
C 2.528 -2.123 -1.679
C -0.480 -3.803 0.486
C 0.818 -4.316 0.458
C 1.061 -5.677 0.514
C -0.004 -6.560 0.606
C -1.303 -6.069 0.656
C -1.541 -4.708 0.601
H -5.180 -0.352 -2.725
H -5.079 -0.615 -0.986
H -4.082 -1.567 -2.086
H -3.820 1.469 -1.624
H -2.899 0.563 -2.807
H -3.932 1.644 2.713
H -2.054 0.204 3.741
H -5.131 0.406 0.921
H -5.395 -0.406 2.461
H -4.209 -1.052 1.295
H -2.709 -2.442 -0.340
H 1.228 -1.052 3.067
H 2.641 -0.447 2.219
H 1.957 -3.420 2.625
H 3.196 -2.490 3.463
H 3.375 -2.826 1.747
H 2.491 -0.040 -1.096
H 1.018 -0.598 -1.924
H 3.310 -2.426 -0.981
H 3.004 -1.907 -2.637
H 1.846 -2.959 -1.829
H 1.652 -3.631 0.361
H 2.077 -6.050 0.489
H 0.178 -7.625 0.636
H -2.133 -6.757 0.743
H -2.562 -4.352 0.649
F 7.913 1.340 0.019
C 6.622 1.517 0.212
C 6.091 1.383 1.488
F 6.879 1.078 2.505
C 4.734 1.562 1.682
F 4.223 1.415 2.901
C 3.886 1.875 0.618
Se 2.049 2.131 1.003
C 4.447 2.009 -0.645
F 3.650 2.314 -1.678
C 5.800 1.832 -0.861
F 6.306 1.960 -2.080

Properties
Charge: +2
2S+1: 4
Total energy (a.u.): -9880.44044
Expectation value of S²: 3.9666
HOMO-LUMO gap (spin up / spin down) (eV): 5.91 / 6.43

Here are the Mulliken charges for atoms 1 to 5, given in e: 0.47 -1.89 0.84 0.56 -0.92

***

Below is a molecular structure, C30H36F9N3O33 in a non-equilibrium geometry, with properties calculated with the ωB97M-V functional and the def2-TZVPD basis.

Cartesian coordinates (Å):
C 16.021 34.903 -23.962
N 16.281 34.416 -22.609
O 15.820 33.331 -22.228
O 16.736 35.244 -21.832
H 16.103 34.017 -24.592
H 16.629 35.776 -24.198
H 14.977 35.206 -23.877
C 16.528 28.373 -27.836
N 15.457 27.332 -27.854
O 15.875 26.146 -27.794
O 14.272 27.576 -27.955
H 16.120 29.178 -27.225
H 16.503 28.819 -28.831
H 17.501 28.118 -27.416
C 15.216 26.163 -25.107
N 15.307 27.581 -24.817
O 14.622 28.025 -23.940
O 16.084 28.296 -25.428
H 14.426 25.953 -25.828
H 15.190 25.614 -24.166
H 16.071 25.850 -25.707
C 12.778 32.926 -25.813
C 13.185 33.462 -24.445
O 13.760 34.721 -24.796
C 14.233 34.634 -26.026
O 14.969 35.454 -26.506
O 13.659 33.567 -26.672
F 14.151 32.659 -23.955
H 11.735 33.199 -25.976
H 12.890 31.842 -25.828
H 12.329 33.548 -23.777
C 16.674 30.426 -25.729
C 16.540 31.923 -25.978
O 17.275 32.483 -24.961
C 17.409 31.587 -23.948
O 17.910 31.760 -22.839
O 16.835 30.426 -24.337
F 15.338 32.403 -25.982
H 17.594 30.017 -26.145
H 15.775 29.824 -25.863
H 17.008 32.221 -26.916
C 20.991 30.109 -26.303
C 19.879 30.747 -25.451
O 19.165 29.565 -25.133
C 19.355 28.624 -26.108
O 18.696 27.565 -26.209
O 20.352 29.022 -26.879
F 19.138 31.549 -26.188
H 21.818 29.737 -25.697
H 21.267 30.814 -27.088
H 20.229 31.321 -24.592
C 14.286 33.591 -29.199
C 15.292 32.692 -28.326
O 16.452 33.389 -28.328
C 16.246 34.669 -28.758
O 17.135 35.576 -28.901
O 14.958 34.867 -29.087
F 15.632 31.517 -28.818
H 13.296 33.593 -28.743
H 14.213 33.183 -30.207
H 14.933 32.593 -27.302
C 19.170 31.620 -30.207
C 19.986 30.769 -29.225
O 18.937 30.174 -28.462
C 17.789 30.738 -28.653
O 16.787 30.511 -27.898
O 17.860 31.571 -29.588
F 20.648 31.714 -28.489
H 19.107 31.161 -31.194
H 19.563 32.634 -30.281
H 20.700 30.092 -29.695
C 19.464 33.332 -22.758
C 19.382 34.294 -21.564
O 20.169 33.579 -20.679
C 21.095 32.931 -21.376
O 22.160 32.438 -20.977
O 20.712 32.829 -22.623
F 18.137 34.494 -21.141
H 19.348 33.765 -23.752
H 18.657 32.607 -22.648
H 19.803 35.277 -21.776
C 11.710 29.938 -25.999
C 12.677 29.044 -25.286
O 13.948 29.259 -25.824
C 13.757 30.323 -26.696
O 14.674 30.871 -27.334
O 12.452 30.484 -27.035
F 12.277 27.759 -25.446
H 11.479 30.726 -25.282
H 10.802 29.449 -26.351
H 12.652 29.343 -24.239
C 17.812 28.456 -23.750
C 17.395 27.195 -23.053
O 18.238 27.193 -21.911
C 19.387 27.766 -22.192
O 20.435 27.664 -21.497
O 19.198 28.420 -23.419
F 17.694 26.134 -23.822
H 17.260 29.272 -23.283
H 17.694 28.446 -24.834
H 16.318 27.137 -22.896
C 19.353 31.503 -19.695
C 17.905 31.898 -19.371
O 17.216 30.894 -20.115
C 17.949 30.458 -21.213
O 17.578 29.781 -22.136
O 19.200 30.758 -20.946
F 17.547 33.023 -19.914
H 19.587 30.790 -18.905
H 20.015 32.366 -19.627
H 17.645 31.938 -18.313

Properties
Total energy (a.u.): -4709.49416
HOMO-LUMO gap (eV): 8.42

Here are the Mulliken charges for atoms 1 to 5, given in e: -0.38 1.37 -0.58 -0.59 -0.45

***

Q: The lowest total energy belongs to which entry?
A: C30H36CrF5Ge2N4SSe

***

Q: The lowest total energy belongs to which entry?
A: C30H36CrF5Ge2N4SSe